(1)
This record from OMol25 describes a molecular structure, C62H42N4PYb in a non-equilibrium geometry. The level of theory is the ωB97M-V functional and the def2-TZVPD basis.

XYZ file:
```
110
C62H42N4PYb | OMol25 | the ωB97M-V functional and the def2-TZVPD basis
Yb 0.562 0.076 -0.193
C 4.989 -3.786 4.897
C 4.555 -2.519 5.301
C 3.749 -1.788 4.470
C 3.374 -2.320 3.240
C 3.782 -3.593 2.840
C 4.581 -4.331 3.694
C 2.563 -1.457 2.338
C 3.272 -0.709 1.364
C 4.721 -0.708 1.224
C 5.024 0.190 0.256
C 3.780 0.750 -0.221
C 3.673 1.821 -1.160
C 4.952 2.537 -1.470
C 5.640 2.280 -2.658
C 6.838 2.927 -2.858
C 7.319 3.829 -1.904
C 6.633 4.085 -0.721
C 5.454 3.421 -0.495
C 2.455 2.395 -1.625
N 1.183 2.060 -1.224
C 0.331 3.040 -1.698
C -1.031 3.237 -1.353
C -1.730 4.412 -1.960
C -2.479 4.250 -3.131
C -3.084 5.353 -3.708
C -2.905 6.605 -3.135
C -2.168 6.767 -1.975
C -1.571 5.672 -1.372
C -1.728 2.488 -0.362
C -3.044 2.827 0.126
C -3.343 1.952 1.118
C -2.217 1.064 1.263
N -1.240 1.425 0.356
C -2.127 0.016 2.241
C -0.948 -0.729 2.539
C -0.861 -1.868 3.436
C 0.438 -2.259 3.446
C 1.164 -1.387 2.551
N 0.300 -0.451 2.023
C -3.393 -0.421 2.882
C -4.499 -0.814 2.107
C -5.617 -1.342 2.723
C -5.669 -1.416 4.113
C -4.613 -0.931 4.883
C -3.466 -0.465 4.280
C 1.084 3.951 -2.548
C 2.382 3.560 -2.497
N 2.734 0.178 0.467
H 5.650 -4.356 5.574
H 4.860 -2.111 6.279
H 3.385 -0.796 4.751
H 3.496 -3.961 1.843
H 4.927 -5.332 3.402
H 5.432 -1.289 1.823
H 6.020 0.514 -0.063
H 5.239 1.553 -3.373
H 7.443 2.737 -3.756
H 8.275 4.340 -2.074
H 7.046 4.766 0.027
H 4.899 3.550 0.439
H -2.557 3.232 -3.543
H -3.685 5.248 -4.605
H -3.364 7.481 -3.618
H -2.054 7.774 -1.558
H -0.975 5.769 -0.465
H -3.662 3.641 -0.234
H -4.260 1.898 1.696
H -1.666 -2.298 4.034
H 0.888 -3.036 4.057
H -4.431 -0.715 1.020
H -6.461 -1.687 2.113
H -6.543 -1.845 4.619
H -4.705 -0.948 5.976
H -2.606 -0.120 4.873
H 0.636 4.779 -3.098
H 3.229 4.056 -2.949
C -5.292 -4.651 -0.378
C -5.079 -3.934 -1.548
C -3.969 -3.103 -1.667
C -3.116 -2.930 -0.576
C -3.319 -3.650 0.603
C -4.414 -4.495 0.703
P -1.701 -1.825 -0.594
C -1.951 -0.776 -2.037
C -0.999 -0.569 -3.049
C -1.305 0.252 -4.130
C -2.562 0.828 -4.237
C -3.504 0.659 -3.213
C -3.197 -0.131 -2.113
C -0.321 -2.878 -1.018
C -0.362 -4.224 -1.247
C 0.819 -4.929 -1.437
C 2.068 -4.316 -1.427
C 2.150 -2.935 -1.213
C 0.944 -2.324 -1.021
H -6.153 -5.339 -0.307
H -5.776 -4.002 -2.385
H -3.745 -2.605 -2.614
H -2.636 -3.515 1.448
H -4.580 -5.042 1.636
H -0.005 -1.029 -2.984
H -0.534 0.462 -4.886
H -2.824 1.415 -5.120
H -4.465 1.182 -3.233
H -3.935 -0.284 -1.307
H -1.317 -4.742 -1.300
H 0.764 -6.005 -1.622
H 2.969 -4.902 -1.604
H 3.091 -2.383 -1.224
```

Output
2S+1	2
E_LUMO (alpha / beta)	-1.1 / -1.2	eV
HOMO (alpha / beta)	-0.250 / -0.250	Eh

=====

(2)
This record from OMol25 describes 10 unconnected molecules or ions with the total composition C40H110N10O10 in a non-equilibrium geometry. The level of theory is the ωB97M-V functional and the def2-TZVPD basis.

XYZ file:
```
170
C40H110N10O10 | OMol25 | the ωB97M-V functional and the def2-TZVPD basis
C -8.214 22.281 -1.060
C -6.894 22.960 -0.645
C -7.092 24.239 0.162
O -7.626 25.230 -0.676
C -7.558 26.515 -0.086
N -6.048 22.018 0.130
H -8.111 21.417 -1.715
H -8.985 22.943 -1.464
H -8.666 21.959 -0.112
H -6.339 23.183 -1.558
H -6.057 24.479 0.451
H -7.629 24.113 1.111
H -8.362 26.718 0.625
H -7.706 27.187 -0.935
H -6.593 26.816 0.330
H -6.449 21.993 1.067
H -6.246 21.084 -0.221
C -14.700 31.209 -6.616
C -14.321 30.010 -7.496
C -14.115 30.314 -8.968
O -14.024 29.126 -9.709
C -13.347 29.216 -10.930
N -13.148 29.307 -6.918
H -15.696 31.618 -6.790
H -13.878 31.921 -6.561
H -14.814 30.814 -5.600
H -15.149 29.292 -7.430
H -13.228 30.935 -9.152
H -14.940 30.988 -9.243
H -13.966 29.774 -11.645
H -13.240 28.204 -11.325
H -12.348 29.663 -10.929
H -13.545 28.639 -6.268
H -12.776 28.796 -7.718
C -10.227 30.946 -5.207
C -9.564 29.879 -6.060
C -9.707 28.461 -5.473
O -9.263 28.337 -4.151
C -7.863 28.175 -4.034
N -10.071 30.058 -7.430
H -10.018 31.970 -5.502
H -9.875 30.749 -4.189
H -11.305 30.764 -5.229
H -8.483 30.066 -6.013
H -9.288 27.714 -6.164
H -10.767 28.183 -5.543
H -7.281 28.865 -4.651
H -7.616 27.194 -4.463
H -7.554 28.186 -2.994
H -11.042 29.747 -7.373
H -9.619 29.351 -8.009
C -10.149 25.575 -8.374
C -9.577 26.602 -9.333
C -9.273 26.096 -10.746
O -8.696 27.101 -11.548
C -8.409 26.576 -12.820
N -10.418 27.859 -9.396
H -10.811 24.888 -8.908
H -10.627 26.093 -7.545
H -9.369 24.931 -7.965
H -8.571 26.913 -9.022
H -10.205 25.744 -11.209
H -8.612 25.240 -10.558
H -9.279 26.158 -13.341
H -7.613 25.829 -12.869
H -8.107 27.416 -13.449
H -11.332 27.398 -9.441
H -10.264 28.198 -10.344
C -11.012 25.757 -0.147
C -12.328 25.330 -0.788
C -12.142 25.238 -2.315
O -12.866 26.247 -2.998
C -12.426 27.565 -2.776
N -12.706 24.036 -0.176
H -10.289 24.948 -0.230
H -11.172 25.958 0.920
H -10.781 26.780 -0.454
H -13.096 26.054 -0.511
H -12.487 24.311 -2.775
H -11.076 25.300 -2.578
H -12.777 27.999 -1.834
H -12.696 28.200 -3.616
H -11.333 27.586 -2.690
H -13.381 23.567 -0.771
H -11.856 23.479 -0.174
C -10.885 34.023 -3.734
C -10.855 35.165 -2.742
C -11.866 36.320 -2.947
O -11.634 37.059 -4.109
C -10.338 37.595 -4.297
N -11.010 34.600 -1.367
H -10.568 34.344 -4.732
H -11.835 33.496 -3.780
H -10.014 33.393 -3.536
H -9.866 35.622 -2.658
H -11.896 36.852 -1.985
H -12.844 35.851 -3.109
H -9.552 36.891 -4.578
H -9.995 38.181 -3.440
H -10.409 38.269 -5.151
H -11.267 35.358 -0.741
H -11.837 34.003 -1.375
C -7.519 30.350 -13.837
C -8.874 30.626 -13.239
C -8.997 31.867 -12.346
O -10.188 31.914 -11.589
C -10.022 31.192 -10.375
N -9.846 30.746 -14.365
H -7.442 29.409 -14.381
H -6.633 30.441 -13.203
H -7.315 31.135 -14.577
H -9.209 29.795 -12.600
H -8.970 32.746 -12.991
H -8.087 31.873 -11.735
H -9.429 31.784 -9.669
H -9.510 30.231 -10.438
H -10.992 31.071 -9.899
H -10.763 30.806 -13.925
H -9.832 29.829 -14.807
C -4.872 35.871 -5.336
C -6.354 35.770 -5.070
C -6.827 34.335 -5.276
O -6.696 34.047 -6.659
C -7.231 32.792 -7.055
N -6.745 36.270 -3.732
H -4.538 36.918 -5.288
H -4.596 35.354 -6.249
H -4.292 35.589 -4.443
H -6.865 36.401 -5.804
H -7.911 34.288 -5.082
H -6.336 33.562 -4.671
H -8.302 32.819 -7.264
H -7.068 32.046 -6.270
H -6.616 32.504 -7.904
H -6.823 35.481 -3.086
H -5.865 36.651 -3.379
C -3.983 25.538 -0.549
C -3.695 26.680 -1.505
C -2.648 26.267 -2.533
O -2.357 27.245 -3.512
C -1.439 28.218 -3.068
N -4.933 27.057 -2.258
H -3.013 25.296 -0.104
H -4.342 24.639 -1.047
H -4.679 25.813 0.241
H -3.373 27.652 -1.110
H -3.092 25.453 -3.114
H -1.726 25.870 -2.095
H -1.306 29.030 -3.776
H -0.504 27.741 -2.754
H -1.789 28.703 -2.145
H -5.550 27.486 -1.577
H -4.598 27.764 -2.910
C -4.287 23.019 -4.277
C -5.471 23.645 -5.028
C -6.821 23.517 -4.305
O -7.837 24.176 -5.070
C -8.960 24.403 -4.245
N -5.152 25.052 -5.259
H -4.397 21.934 -4.203
H -4.387 23.345 -3.237
H -3.336 23.259 -4.738
H -5.571 23.181 -6.012
H -6.773 24.033 -3.337
H -7.157 22.487 -4.130
H -8.770 24.951 -3.313
H -9.324 23.424 -3.903
H -9.720 24.946 -4.803
H -5.956 25.507 -5.678
H -4.968 25.537 -4.387
```

Output
ΔE to the lowest compared entry with this formula, charge and spin	2.9406	eV
E_LUMO	0.5	eV
HOMO	-0.318	Eh

=====

(3)
This record from OMol25 describes 9 unconnected molecules or ions with the total composition C50H126N8O18 in a non-equilibrium geometry. The level of theory is the ωB97M-V functional and the def2-TZVPD basis.

XYZ file:
```
202
C50H126N8O18 | OMol25 | the ωB97M-V functional and the def2-TZVPD basis
C -0.250 -0.708 -3.865
O -1.390 0.083 -4.246
C -2.381 -0.611 -5.021
C -3.664 0.272 -5.067
N -3.649 1.288 -6.066
C -2.731 2.344 -5.725
C -2.956 3.598 -6.622
O -4.350 4.038 -6.441
C -4.427 5.251 -5.751
H 0.436 -0.902 -4.689
H -0.571 -1.655 -3.431
H 0.359 -0.148 -3.156
H -2.635 -1.588 -4.609
H -2.012 -0.963 -5.984
H -3.904 0.693 -4.091
H -4.529 -0.342 -5.317
H -4.575 1.617 -6.300
H -1.696 2.016 -5.822
H -2.882 2.668 -4.696
H -2.865 3.292 -7.664
H -2.282 4.447 -6.502
H -3.917 6.036 -6.309
H -3.929 5.153 -4.786
H -5.477 5.535 -5.676
C -2.271 3.312 -0.376
O -3.234 4.016 0.352
C -3.946 5.041 -0.392
C -4.932 4.557 -1.408
N -5.822 3.585 -0.781
C -6.563 2.849 -1.834
C -7.699 3.762 -2.457
O -7.203 4.567 -3.539
C -7.995 5.715 -3.874
H -2.830 2.504 -0.849
H -1.500 2.902 0.277
H -1.762 3.908 -1.134
H -3.271 5.739 -0.887
H -4.466 5.769 0.230
H -4.499 4.073 -2.284
H -5.526 5.401 -1.757
H -5.166 2.999 -0.284
H -7.027 2.026 -1.291
H -5.940 2.339 -2.569
H -8.197 4.405 -1.731
H -8.542 3.170 -2.815
H -7.493 6.267 -4.669
H -8.137 6.345 -2.997
H -8.906 5.332 -4.333
C -1.423 -3.772 -6.716
O -1.868 -4.205 -5.354
C -2.840 -5.141 -5.153
C -3.311 -5.319 -3.685
N -3.978 -4.056 -3.265
C -4.295 -4.005 -1.798
C -5.012 -2.723 -1.504
O -4.392 -1.562 -1.906
C -3.032 -1.393 -1.644
H -0.533 -3.145 -6.761
H -2.275 -3.374 -7.267
H -1.159 -4.715 -7.194
H -2.306 -6.059 -5.399
H -3.658 -5.097 -5.872
H -2.412 -5.405 -3.074
H -3.898 -6.232 -3.581
H -3.508 -3.231 -3.610
H -3.333 -4.044 -1.287
H -4.843 -4.870 -1.425
H -5.088 -2.712 -0.417
H -5.972 -2.804 -2.014
H -2.441 -2.192 -2.093
H -2.915 -1.429 -0.561
H -2.710 -0.427 -2.032
C 1.919 -0.039 4.799
O 2.186 0.885 5.837
C 1.724 0.485 7.076
C 2.647 -0.558 7.794
N 4.044 -0.195 7.794
C 4.406 0.816 8.788
C 5.914 0.824 9.016
O 6.218 1.735 10.082
C 7.618 1.764 10.430
H 2.688 -0.812 4.782
H 1.844 0.493 3.851
H 0.914 -0.454 4.868
H 0.748 0.026 6.918
H 1.467 1.327 7.719
H 2.662 -1.588 7.436
H 2.332 -0.789 8.812
H 4.367 0.100 6.884
H 4.025 0.661 9.797
H 4.154 1.845 8.532
H 6.370 1.108 8.067
H 6.204 -0.183 9.314
H 7.893 2.587 11.089
H 8.239 2.111 9.604
H 8.150 0.888 10.803
C -1.879 -5.865 0.126
O -2.390 -4.920 1.052
C -1.514 -4.574 2.082
C -2.007 -3.433 3.093
N -2.258 -2.185 2.420
C -2.682 -1.209 3.399
C -3.254 -0.105 2.552
O -4.440 -0.646 1.903
C -5.153 0.198 1.012
H -1.873 -6.893 0.489
H -0.868 -5.661 -0.225
H -2.577 -5.855 -0.712
H -0.557 -4.247 1.676
H -1.213 -5.442 2.668
H -1.222 -3.370 3.847
H -2.907 -3.867 3.527
H -3.093 -2.440 1.912
H -1.798 -0.828 3.909
H -3.381 -1.660 4.104
H -2.626 0.255 1.737
H -3.574 0.745 3.153
H -5.310 1.192 1.431
H -6.087 -0.318 0.790
H -4.615 0.337 0.074
C 1.297 3.557 -3.822
O 2.101 2.442 -3.447
C 2.386 2.404 -2.059
C 3.171 1.178 -1.734
N 3.490 1.200 -0.319
C 4.338 0.078 0.023
C 4.422 -0.270 1.534
O 4.194 -1.682 1.811
C 5.318 -2.384 2.371
H 1.802 4.514 -3.691
H 0.410 3.584 -3.188
H 0.955 3.550 -4.857
H 1.552 2.378 -1.357
H 2.921 3.300 -1.748
H 4.142 1.132 -2.229
H 2.584 0.301 -2.008
H 4.040 2.038 -0.193
H 5.344 0.042 -0.395
H 3.856 -0.775 -0.455
H 3.668 0.368 1.996
H 5.315 0.097 2.041
H 6.234 -2.530 1.799
H 4.882 -3.374 2.508
H 5.727 -2.006 3.308
C 3.913 6.310 -5.936
O 4.639 7.190 -5.016
C 3.969 7.301 -3.742
C 4.443 6.151 -2.866
N 4.049 6.260 -1.418
C 2.617 6.229 -1.189
C 2.471 5.696 0.201
O 1.124 5.951 0.627
C 0.613 4.992 1.566
H 2.891 6.642 -6.116
H 3.964 5.283 -5.575
H 4.424 6.319 -6.899
H 2.889 7.448 -3.701
H 4.345 8.208 -3.270
H 5.520 6.138 -3.033
H 4.133 5.178 -3.247
H 4.318 7.205 -1.184
H 2.010 5.680 -1.909
H 2.317 7.272 -1.295
H 3.109 6.297 0.848
H 2.655 4.622 0.149
H -0.367 5.333 1.898
H 1.329 4.818 2.369
H 0.457 4.049 1.041
C 7.055 -7.472 2.448
O 5.878 -7.590 3.186
C 5.146 -8.754 2.879
C 3.626 -8.730 3.143
N 2.978 -7.758 2.268
C 1.600 -7.536 2.674
C 1.514 -6.287 3.576
O 1.866 -5.125 2.795
C 1.965 -3.919 3.522
H 7.823 -8.180 2.762
H 7.497 -6.485 2.584
H 6.916 -7.625 1.378
H 5.597 -9.589 3.415
H 5.269 -8.986 1.821
H 3.375 -8.490 4.176
H 3.208 -9.703 2.886
H 3.447 -6.864 2.293
H 1.153 -8.327 3.277
H 0.932 -7.345 1.834
H 2.140 -6.559 4.426
H 0.512 -6.061 3.940
H 2.325 -3.130 2.861
H 2.770 -4.075 4.240
H 0.995 -3.650 3.940
C 0.685 -0.219 1.202
C -0.120 -0.532 -0.045
O -0.562 -1.914 0.081
O 1.092 1.178 1.082
H 1.569 -0.852 1.281
H 0.117 -0.466 2.099
H 0.480 -0.420 -0.948
H -0.886 0.238 -0.133
H -0.947 -2.034 0.952
H 1.951 1.211 0.654
```

Output
ΔE to the lowest compared entry with this formula, charge and spin	3.8232	eV
E_LUMO	0.6	eV
HOMO	-0.302	Eh

=====

| no. | electronic energy (eV) |
| --- | --- |
| 1 | -111756.4669 |
| 2 | -78632.8267 |
| 3 | -102653.8178 |